ORCA calculation (ωB97M-V with the def2-TZVPD basis set) on a structure of composition C8H28O10.

Computed properties:
Gap between HOMO and LUMO in eV: 9.0474
LUMO in eV: 0.138
Energy relative to the best compared isomer or geometry (same formula, charge and spin) in kcal/mol: 210.3
HOMO energy in Eh: -0.327
E_tot in hartree: -1073.6097

```
46
C8H28O10 ωB97M-V with the def2-TZVPD basis set
C -1.836 1.455 -1.491
C -2.791 1.515 -0.355
O -2.114 1.192 0.834
O -0.956 2.563 -1.539
H -2.436 1.504 -2.400
H -1.382 0.465 -1.453
H -3.594 0.787 -0.471
H -3.051 2.566 -0.233
H -2.261 1.944 1.413
H -0.339 2.499 -0.807
C -0.287 4.534 0.461
C 0.265 3.301 1.190
O 0.384 2.210 0.233
O 0.470 5.025 -0.594
H -0.661 5.296 1.145
H -1.259 4.202 0.095
H -0.422 2.980 1.972
H 1.149 3.554 1.775
H 0.960 1.542 0.612
H 0.627 4.305 -1.210
C 1.944 -1.815 1.603
C 0.469 -2.120 2.078
O -0.439 -2.155 0.967
O 2.371 -2.985 0.921
H 2.556 -1.657 2.492
H 1.972 -1.163 0.730
H 0.348 -1.265 2.742
H 0.458 -3.062 2.626
H -1.260 -2.440 1.375
H 1.828 -3.010 0.129
C 1.401 -3.501 -1.367
C 0.025 -3.764 -2.137
O -1.157 -3.179 -1.566
O 1.521 -2.234 -0.686
H 2.273 -3.617 -2.011
H 1.498 -4.198 -0.534
H -0.037 -4.838 -2.314
H 0.007 -3.429 -3.174
H -1.894 -3.757 -1.779
H 0.678 -2.091 -0.249
O 0.075 0.278 0.167
H -0.172 -0.643 0.246
H -0.757 0.752 0.182
O 2.253 1.026 0.241
H 1.591 1.268 -0.407
H 1.985 0.160 0.546
```

---

ORCA calculation (ωB97M-V with the def2-TZVPD basis set) on an isolated molecule of C5H8N2O.

Computed properties:
Gap between HOMO and LUMO in eV: 9.5793
LUMO in eV: 0.943
Structure (SMILES): [H]/N=C1\[C@H]2O[C@H]2CN1C
Energy relative to the best compared isomer or geometry (same formula, charge and spin) in kcal/mol: 38.9
HOMO energy in Eh: -0.317
E_tot in hartree: -380.0261

```
16
C5H8N2O ωB97M-V with the def2-TZVPD basis set
H -0.076 -2.067 2.082
N 0.589 -1.602 1.491
C -0.027 -0.808 0.694
C -1.508 -0.547 0.533
O -1.858 0.811 0.835
C -1.660 0.469 -0.509
C -0.275 0.823 -1.019
N 0.605 0.066 -0.147
C 2.022 0.262 -0.158
H -2.266 -1.264 0.797
H -2.536 0.542 -1.149
H -0.135 0.527 -2.092
H -0.050 1.886 -0.925
H 2.434 -0.274 0.681
H 2.449 -0.150 -1.069
H 2.290 1.326 -0.043
```

---

ORCA calculation (ωB97M-V with the def2-TZVPD basis set) on a structure of composition C18H43NO4Ti.

Computed properties:
Gap between HOMO and LUMO (spin up / spin down) in eV: 5.1726 / 10.3445
LUMO (spin up / spin down) in eV: -2.036 / -2.216
Multiplicity: 4
Energy relative to the best compared isomer or geometry (same formula, charge and spin) in kcal/mol: 33.8
HOMO energy (spin up / spin down) in Eh: -0.265 / -0.462
Charge: +1
E_tot in hartree: -1916.4735

```
67
C18H43NO4Ti ωB97M-V with the def2-TZVPD basis set
Ti 0.462 0.586 -0.079
C 3.695 2.715 -1.357
C 2.994 1.461 -1.876
C 3.646 0.794 -3.079
O 2.672 0.528 -0.843
H 3.146 3.105 -0.492
H 3.871 3.338 -2.226
H 4.609 2.486 -0.786
H 2.059 1.890 -2.255
H 3.089 -0.105 -3.343
H 4.670 0.462 -2.873
H 3.716 1.447 -3.947
H 3.472 0.017 -0.671
C -3.006 2.815 -0.970
C -1.777 3.319 -0.193
C -1.886 3.028 1.301
O -0.548 2.686 -0.694
H -3.659 3.660 -1.157
H -3.411 1.934 -0.469
H -2.674 2.356 -1.908
H -1.551 4.368 -0.392
H -2.876 2.932 1.738
H -1.293 3.813 1.776
H -1.383 2.087 1.546
H -0.352 3.141 -1.519
C 0.824 1.140 4.401
C 1.139 1.719 3.014
C 2.474 2.470 2.942
O 1.123 0.641 2.037
H 0.403 1.957 5.003
H 1.661 0.751 4.971
H -0.077 0.533 4.294
H 0.355 2.433 2.778
H 3.249 1.900 3.457
H 2.327 3.469 3.346
H 2.770 2.546 1.894
H 1.868 0.109 2.360
C -3.301 -2.133 -0.370
C -1.943 -1.919 0.335
C -1.649 -3.220 1.141
C -1.036 -4.326 0.304
C 0.131 -3.763 -0.533
C -0.224 -2.569 -1.418
N -0.832 -1.540 -0.571
O -1.274 -0.405 -1.338
C 1.134 -2.100 -1.955
C -1.112 -3.072 -2.596
C -2.117 -0.813 1.366
H -3.375 -2.980 -1.050
H -4.032 -2.433 0.388
H -3.759 -1.233 -0.794
H -0.901 -2.905 1.881
H -2.509 -3.478 1.754
H -0.577 -5.141 0.863
H -1.752 -4.794 -0.375
H 0.457 -4.594 -1.155
H 0.913 -3.442 0.160
H 1.887 -2.007 -1.172
H 1.085 -1.166 -2.523
H 1.583 -2.814 -2.651
H -1.612 -2.194 -3.012
H -1.870 -3.778 -2.280
H -0.460 -3.498 -3.353
H -1.195 -0.726 1.947
H -2.298 0.180 0.945
H -3.003 -0.998 1.974
H -2.161 -0.666 -1.643
```

---

ORCA calculation (ωB97M-V with the def2-TZVPD basis set) on a cluster of 2 separate species, C11H18O in total.

Computed properties:
Gap between HOMO and LUMO (spin up / spin down) in eV: 10.0782 / 6.2585
LUMO (spin up / spin down) in eV: -3.956 / -7.772
Multiplicity: 2
Energy relative to the best compared isomer or geometry (same formula, charge and spin) in kcal/mol: 28.1
HOMO energy (spin up / spin down) in Eh: -0.516 / -0.516
Charge: +1
E_tot in hartree: -504.8181

```
30
C11H18O ωB97M-V with the def2-TZVPD basis set
C 1.525 -3.280 -0.967
C -0.195 0.028 -1.105
C 0.093 -1.353 -1.043
C 0.852 0.914 -1.388
C 1.392 -1.841 -1.200
C 2.147 0.469 -1.767
C 2.376 -0.945 -1.574
O 0.686 2.286 -1.146
H -1.135 0.337 -0.856
H -0.876 -1.861 -0.846
H -0.156 2.536 -0.720
H 2.944 1.127 -2.284
H 1.774 -3.342 0.087
H 2.179 -3.846 -1.629
H 3.313 -1.346 -1.736
H 0.590 -3.874 -1.115
C -1.570 0.644 2.035
C -2.710 -0.325 1.791
C -1.713 1.914 1.136
C -1.403 1.009 3.530
H -0.592 0.184 1.699
H -3.215 -0.134 0.883
H -2.520 2.609 1.420
H -0.909 2.615 1.257
H -1.747 1.609 0.144
H -2.336 1.543 3.901
H -1.050 0.170 4.172
H -3.446 -0.333 2.623
H -2.560 -1.401 1.768
H -0.523 1.714 3.703
```

---

ORCA calculation (ωB97M-V with the def2-TZVPD basis set) on a structure of composition C22H62N4O10.

Computed properties:
Gap between HOMO and LUMO in eV: 6.7148
LUMO in eV: 0.557
Energy relative to the best compared isomer or geometry (same formula, charge and spin) in kcal/mol: 720.0
HOMO energy in Eh: -0.226
E_tot in hartree: -1845.5702

```
98
C22H62N4O10 ωB97M-V with the def2-TZVPD basis set
C 2.935 3.554 -2.436
C 3.105 2.117 -2.881
C 4.226 1.273 -2.213
O 3.898 -0.112 -2.294
C 5.041 -0.978 -2.204
N 1.775 1.562 -2.545
H 2.977 3.571 -1.347
H 2.010 3.843 -2.935
H 3.666 4.288 -2.775
H 3.483 2.080 -3.902
H 4.377 1.626 -1.193
H 5.113 1.496 -2.805
H 5.785 -0.667 -1.470
H 5.341 -1.371 -3.175
H 4.745 -1.906 -1.715
H 1.947 0.998 -1.725
H 1.624 0.913 -3.304
C -2.051 -0.203 -2.104
C -1.497 -0.935 -0.873
C -0.105 -0.419 -0.455
O 0.020 0.990 -0.142
C 1.011 1.669 -0.797
N -2.410 -0.797 0.154
H -3.078 -0.482 -2.336
H -1.497 -0.261 -3.041
H -2.345 0.811 -1.830
H -1.303 -1.998 -1.015
H 0.584 -0.755 -1.230
H 0.293 -0.951 0.409
H 0.838 1.797 -1.865
H 2.005 1.250 -0.639
H 1.112 2.691 -0.431
H -3.075 -0.089 -0.122
H -1.939 -0.263 0.870
C -0.515 2.140 3.429
C -1.299 0.920 2.988
C -2.883 1.072 2.908
O -3.238 2.105 1.984
C -4.643 2.336 1.771
N -0.838 0.614 1.647
H -0.560 2.392 4.489
H -0.493 2.991 2.748
H 0.525 1.899 3.207
H -0.901 -0.014 3.383
H -3.270 1.416 3.868
H -3.412 0.142 2.702
H -4.795 3.303 1.290
H -5.301 2.275 2.638
H -4.941 1.561 1.066
H -1.320 1.336 1.131
H 0.113 0.930 1.524
C 2.366 -1.279 6.105
C 1.609 -0.672 4.937
C 2.252 -1.014 3.547
O 1.611 -0.411 2.464
C 1.762 -1.027 1.188
N 0.226 -0.960 4.888
H 1.844 -1.083 7.042
H 3.333 -0.776 6.089
H 2.566 -2.350 6.082
H 1.545 0.410 5.055
H 2.299 -2.088 3.367
H 3.284 -0.692 3.684
H 1.139 -1.903 1.005
H 2.787 -1.275 0.911
H 1.451 -0.408 0.347
H -0.044 -0.760 3.936
H 0.224 -1.949 5.095
C -0.850 -2.137 -3.552
C -2.211 -2.781 -3.220
O -2.455 -3.925 -4.114
O 0.291 -3.000 -3.426
H -0.630 -1.332 -2.851
H -0.773 -1.784 -4.580
H -3.095 -2.146 -3.273
H -2.294 -3.220 -2.226
H -2.655 -3.626 -5.004
H 0.249 -3.710 -4.071
C -4.632 -1.645 -2.663
C -5.269 -2.899 -2.055
O -4.697 -3.985 -2.693
O -4.999 -1.484 -4.068
H -3.587 -1.503 -2.388
H -5.050 -0.763 -2.177
H -6.333 -3.027 -2.251
H -5.237 -2.931 -0.966
H -4.587 -3.927 -3.645
H -5.909 -1.181 -4.103
C 1.606 1.788 1.681
C 2.624 2.279 0.567
O 3.321 1.152 0.057
O 2.338 1.371 2.912
H 1.118 0.929 1.221
H 0.752 2.455 1.797
H 3.343 3.040 0.868
H 2.115 2.697 -0.302
H 3.997 1.356 -0.594
H 2.414 0.415 2.972
```

---

ORCA calculation (ωB97M-V with the def2-TZVPD basis set) on a cluster of 11 separate species, C35H72O29S in total.

Computed properties:
Gap between HOMO and LUMO in eV: 9.4690
LUMO in eV: 0.047
Structure (SMILES): CCOS(C)(=O)=O.COC(=O)OC.COC(=O)OC.COC(=O)OC.COC(=O)OC.COC(=O)OC.COC(=O)OC.COC(=O)OC.COC(=O)OC.C1CCOC1.C1CCOC1
HOMO energy in Eh: -0.346
E_tot in hartree: -3956.6814

```
137
C35H72O29S ωB97M-V with the def2-TZVPD basis set
C -1.710 2.021 2.557
C -0.919 1.339 1.451
O -1.219 1.950 0.131
S -0.208 1.831 -1.136
C 0.865 3.332 -0.769
O 0.619 0.664 -1.020
O -0.914 2.189 -2.345
H -1.558 3.097 2.642
H -1.366 1.738 3.551
H -2.777 1.911 2.360
H 0.154 1.497 1.562
H -1.106 0.266 1.401
H 1.387 3.133 0.167
H 0.204 4.175 -0.566
H 1.497 3.506 -1.640
C 1.313 7.616 3.259
O 1.514 7.134 4.567
C 1.750 5.865 4.792
O 1.806 5.015 3.986
O 2.097 5.821 6.105
C 2.551 4.618 6.668
H 0.641 8.465 3.133
H 0.791 6.812 2.741
H 2.286 7.664 2.771
H 2.243 4.492 7.706
H 3.641 4.593 6.666
H 2.181 3.703 6.207
C 10.672 -3.040 -6.574
O 9.621 -2.599 -5.664
C 8.422 -2.449 -6.043
O 7.960 -2.670 -7.181
O 7.721 -2.034 -5.001
C 6.397 -1.585 -5.102
H 11.639 -2.578 -6.373
H 10.487 -3.065 -7.648
H 10.813 -4.102 -6.374
H 5.942 -2.034 -5.984
H 6.349 -0.503 -4.981
H 5.963 -2.096 -4.243
C 3.699 -1.380 8.529
O 2.362 -1.512 9.014
C 2.103 -2.521 9.962
O 2.911 -3.337 10.372
O 0.700 -2.436 10.361
C -0.269 -1.687 9.543
H 3.889 -0.562 7.835
H 4.072 -2.217 7.939
H 4.387 -1.296 9.371
H -1.204 -1.856 10.077
H -0.456 -2.097 8.551
H -0.124 -0.627 9.337
C 6.774 8.915 2.470
O 6.706 7.605 3.123
C 6.669 6.484 2.407
O 6.400 6.524 1.225
O 6.767 5.408 3.243
C 6.790 4.053 2.752
H 7.812 9.158 2.243
H 6.555 9.652 3.242
H 6.155 9.030 1.580
H 6.524 3.388 3.574
H 7.771 3.715 2.416
H 6.217 3.894 1.838
C -0.220 -6.654 5.131
O -1.315 -6.698 4.193
C -1.987 -5.610 3.930
O -1.645 -4.591 4.496
O -2.832 -5.789 2.864
C -3.497 -4.693 2.307
H 0.532 -5.922 4.834
H 0.253 -7.628 5.008
H -0.345 -6.483 6.200
H -3.763 -3.991 3.097
H -4.298 -5.158 1.733
H -2.708 -4.284 1.676
C -0.729 -8.994 -1.652
O 0.131 -8.136 -2.317
C -0.500 -7.056 -2.903
O -1.655 -6.726 -2.793
O 0.475 -6.356 -3.542
C 0.116 -5.258 -4.383
H -1.030 -8.375 -0.807
H -0.376 -9.983 -1.361
H -1.569 -9.130 -2.332
H -0.179 -4.395 -3.786
H -0.774 -5.517 -4.957
H 0.872 -5.048 -5.141
C -5.525 1.177 -13.265
O -5.117 0.246 -12.335
C -5.199 0.539 -11.005
O -5.874 1.466 -10.578
O -4.444 -0.368 -10.449
C -4.336 -0.546 -9.093
H -4.761 1.925 -13.473
H -6.484 1.650 -13.051
H -5.540 0.742 -14.264
H -5.268 -0.637 -8.536
H -3.760 0.348 -8.855
H -3.931 -1.482 -8.708
C -11.029 -2.666 -2.558
O -10.209 -1.665 -1.936
C -9.021 -1.178 -2.547
O -8.511 -1.550 -3.601
O -8.664 -0.232 -1.721
C -7.308 0.229 -1.806
H -10.255 -3.353 -2.900
H -11.725 -2.315 -3.320
H -11.627 -3.223 -1.836
H -6.877 0.025 -0.825
H -7.178 1.297 -1.980
H -6.655 -0.180 -2.577
C 4.658 -4.653 0.688
C 5.058 -5.621 1.738
C 5.409 -4.802 2.942
O 4.728 -3.554 2.783
C 3.922 -3.641 1.586
H 4.061 -5.062 -0.127
H 5.562 -4.237 0.242
H 6.019 -6.062 1.473
H 4.327 -6.419 1.868
H 6.487 -4.653 3.017
H 5.103 -5.220 3.901
H 3.792 -2.653 1.143
H 2.935 -4.048 1.804
C -7.434 7.698 -0.780
C -7.283 6.537 0.212
C -5.770 6.375 0.049
O -5.334 6.574 -1.280
C -6.427 7.237 -1.888
H -7.120 8.692 -0.461
H -8.472 7.903 -1.041
H -7.736 5.563 0.028
H -7.621 6.972 1.153
H -5.363 5.399 0.313
H -5.196 7.126 0.591
H -6.940 6.671 -2.666
H -5.979 8.117 -2.349
```

---

ORCA calculation (ωB97M-V with the def2-TZVPD basis set) on a cluster of 2 separate species, C19H11Cl6O3S in total.

Computed properties:
Gap between HOMO and LUMO in eV: 2.6789
LUMO in eV: 0.287
Energy relative to the best compared isomer or geometry (same formula, charge and spin) in kcal/mol: 57.2
HOMO energy in Eh: -0.088
Charge: -1
E_tot in hartree: -4115.6416

```
40
C19H11Cl6O3S ωB97M-V with the def2-TZVPD basis set
Cl 0.128 1.822 -0.548
C 0.601 3.503 -0.695
Cl 1.952 3.628 -1.796
C -0.546 4.245 -1.320
O -0.949 3.900 -2.415
C -1.139 5.345 -0.615
Cl -2.467 6.190 -1.353
C -0.685 5.733 0.608
Cl -1.443 7.056 1.404
C 0.402 5.060 1.235
Cl 0.954 5.591 2.798
C 1.013 4.012 0.636
Cl 2.323 3.232 1.444
C 4.545 -2.998 -0.950
C 3.771 -4.035 -0.472
C 2.554 -3.763 0.119
C 2.115 -2.462 0.224
S 0.556 -2.077 1.024
C -0.636 -2.055 -0.315
C -1.970 -1.879 -0.052
C -2.934 -1.919 -1.097
C -4.266 -1.750 -0.834
C -4.704 -1.525 0.465
C -3.791 -1.486 1.510
C -2.457 -1.667 1.269
O 0.166 -3.281 1.851
O 0.616 -0.674 1.584
C 2.883 -1.432 -0.263
C 4.101 -1.697 -0.852
H 5.507 -3.205 -1.385
H 4.125 -5.050 -0.547
H 1.947 -4.560 0.513
H -0.280 -2.205 -1.313
H -2.603 -2.118 -2.099
H -4.985 -1.810 -1.635
H -5.752 -1.369 0.658
H -4.136 -1.320 2.519
H -1.750 -1.669 2.081
H 2.523 -0.421 -0.166
H 4.710 -0.889 -1.220
```

---

ORCA calculation (ωB97M-V with the def2-TZVPD basis set) on an isolated molecule of C4H6ClNOS.

Computed properties:
Gap between HOMO and LUMO in eV: 9.4127
LUMO in eV: 0.151
Energy relative to the best compared isomer or geometry (same formula, charge and spin) in kcal/mol: 50.5
HOMO energy in Eh: -0.340
E_tot in hartree: -1144.3279

```
14
C4H6ClNOS ωB97M-V with the def2-TZVPD basis set
C 0.800 -0.527 -0.860
C 0.397 0.173 0.263
C -1.085 0.328 0.241
C 1.361 0.758 1.280
N -1.626 -0.611 -0.802
O -0.627 -2.724 -1.700
S -0.523 -1.290 -1.857
Cl -1.266 2.118 -0.175
H 1.808 -0.822 -1.068
H -1.772 0.236 1.055
H 1.198 1.838 1.505
H 2.416 0.679 0.959
H 1.474 0.247 2.305
H -2.555 -0.403 -1.145
```